This record from OMol25 describes one molecule with the formula C4H4ClN3. The level of theory is the ωB97M-V functional and the def2-TZVPD basis.

Geometry (Å):
C -1.53838 -0.89027 -1.12326
C -0.55671 0.52011 -0.49303
Cl -0.96765 1.89813 -1.25018
C -0.09515 0.59401 0.94820
N 0.62389 0.53258 1.99964
N 1.89658 0.28266 1.61089
N 2.06361 0.17690 0.25008
C 0.85169 0.30990 -0.15025
H -2.01894 -1.51980 -0.38819
H -0.94902 -1.71610 -1.62004
H -2.01319 -0.45159 -2.01002
H 2.70326 0.26345 2.22614

Output
- Charge: 0
- Orbital gap: 10.11 eV
- Energy relative to the best compared isomer or geometry (same formula, charge and spin): 7.281 eV
- Lowest unoccupied orbital energy: 0.91 eV
- E_HOMO: -9.198 eV
- Largest force on an atom: 5.998 eV/A
- E: -21198.83465 eV
- SMILES: CC1(Cl)c2n[nH]nc21